Entry 1:
The following is a DFT calculation (ωB97M-V with the def2-TZVPD basis set) of a cluster of 2 separate species, C6H4ClFNO2 in total at a distorted geometry.

Bonds (Å) are listed after each position.
Atoms and positions in Å:
1 C 0.00 -0.58 0.07  C2 1.416, C3 1.385, H12 1.021
2 C -1.16 0.04 0.60  C1 1.416, C6 1.378, H13 1.081
3 C 1.26 -0.24 -0.41  C1 1.385, N7 1.316, H14 1.094
4 C -3.42 2.29 -1.05  O8 1.154, O9 1.155
5 C 1.81 1.92 0.03  N7 1.257, Cl11 1.858, H15 1.039
6 C -1.14 1.24 1.28  C2 1.378, F10 1.473
7 N 2.06 0.80 -0.50  C3 1.316, C5 1.257
8 O -2.79 3.19 -1.41  C4 1.154
9 O -4.16 1.45 -0.77  C4 1.155
10 F -2.34 1.30 2.13  C6 1.473
11 Cl 3.29 3.04 0.08  C5 1.858
12 H -0.26 -1.53 -0.18  C1 1.021
13 H -2.03 -0.60 0.62  C2 1.081
14 H 1.78 -1.16 -0.66  C3 1.094
15 H 1.03 2.46 0.44  C5 1.039

Net charge   -1
Highest occupied orbital energy   -3.7 eV
Energy relative to the best compared isomer or geometry (same formula, charge and spin)   6.6 kcal per mole
Gap between HOMO and LUMO   6.882 eV
Lowest unoccupied orbital energy   3.18 eV


Entry 2:
The following is a DFT calculation (ωB97M-V with the def2-TZVPD basis set) of the molecule C5H7NOS at a distorted geometry.

Bonds (Å) are listed after each position.
Atoms and positions in Å:
1 C 2.42 -0.31 0.10  H6 1.143, N13 1.344, S15 1.626
2 C 0.16 0.46 -0.18  C3 1.347, C5 1.548, N13 1.316
3 C -0.74 1.44 0.03  C2 1.347, H8 1.128, O14 1.388
4 C -2.01 -0.59 -0.11  C5 1.499, H9 1.108, H10 1.100, O14 1.517
5 C -0.55 -0.92 -0.06  C2 1.548, C4 1.499, H11 1.162, H12 1.093
6 H 1.87 -1.23 0.47  C1 1.143
7 H 1.73 1.56 -0.54  N13 1.092
8 H -0.69 2.57 0.09  C3 1.128
9 H -2.49 -1.17 0.69  C4 1.108
10 H -2.57 -0.72 -1.05  C4 1.100
11 H -0.35 -1.06 1.08  C5 1.162
12 H -0.20 -1.78 -0.62  C5 1.093
13 N 1.46 0.61 -0.08  C1 1.344, C2 1.316, H7 1.092
14 O -2.01 0.90 0.18  C3 1.388, C4 1.517
15 S 3.95 0.23 0.00  C1 1.626

Highest occupied orbital energy   -7.6 eV
Energy relative to the best compared isomer or geometry (same formula, charge and spin)   66.2 kcal per mole
Gap between HOMO and LUMO   8.058 eV
SMILES   S=CNC1=COCC1
Lowest unoccupied orbital energy   0.44 eV


Entry 3:
The following is a DFT calculation (ωB97M-V with the def2-TZVPD basis set) of a cluster of 2 separate species, C3H4OPS2 in total at a distorted geometry.

Bonds (Å) are listed after each position.
Atoms and positions in Å:
1 C 1.49 1.23 -0.42  O4 1.154, S6 1.555
2 C -1.47 -0.20 -0.54  C3 1.490, H8 1.229, H9 1.170, H10 1.070
3 C -0.38 -0.53 0.42  C2 1.490, P5 1.690, H11 1.041
4 O 1.60 1.03 -1.55  C1 1.154
5 P 0.85 -1.68 0.21  C3 1.690, S7 2.010
6 S 1.81 1.76 1.01  C1 1.555
7 S 1.76 -1.50 1.99  P5 2.010
8 H -2.62 -0.37 -0.14  C2 1.229
9 H -1.40 0.94 -0.78  C2 1.170
10 H -1.42 -0.84 -1.39  C2 1.070
11 H -0.23 0.15 1.19  C3 1.041

Net charge   -1
Highest occupied orbital energy (spin up / spin down)   -0.8 / -3.4 eV
Energy relative to the best compared isomer or geometry (same formula, charge and spin)   7.5 kcal per mole
⟨S²⟩   2.010
Gap between HOMO and LUMO (spin up / spin down)   3.979 / 6.140 eV
2S+1   3
Lowest unoccupied orbital energy (spin up / spin down)   3.18 / 2.71 eV


Entry 4:
The following is a DFT calculation (ωB97M-V with the def2-TZVPD basis set) of a cluster of 3 separate species, C28H40Br2ClF8IN4O4P in total.

Bonds (Å) are listed after each position.
Atoms and positions in Å:
1 C -4.59 -2.61 -0.16  C2 1.528, H40 1.090, H41 1.086, H42 1.090
2 C -3.14 -2.13 -0.27  C1 1.528, C3 1.541, H43 1.091, H44 1.096
3 C -2.72 -1.34 -1.52  C2 1.541, I4 2.133, C5 1.545, H45 1.091
4 I -3.73 -1.96 -3.30  C3 2.133
5 C -2.73 0.19 -1.32  C3 1.545, C6 1.536, O11 1.416, C38 1.564
6 C -4.10 0.76 -0.93  C5 1.536, O7 1.411, H46 1.092, H47 1.088
7 O -4.87 0.91 -2.10  C6 1.411, C8 1.372
8 C -6.18 0.51 -2.02  O7 1.372, C9 1.492, O10 1.190
9 C -6.84 0.50 -3.36  C8 1.492, H48 1.088, H49 1.086, H50 1.089
10 O -6.67 0.21 -0.98  C8 1.190
11 O -2.28 0.75 -2.54  C5 1.416, C12 1.415
12 C -2.15 2.16 -2.58  O11 1.415, P13 1.863, C15 1.543, H51 1.095
13 P -1.62 2.52 -4.33  C12 1.863, N14 1.543, H52 1.411, H53 1.414
14 N -2.68 2.89 -5.38  P13 1.543, H54 1.012
15 C -1.20 2.69 -1.49  C12 1.543, C16 1.538, N21 1.515, H55 1.091
16 C -1.84 3.74 -0.56  C15 1.538, Br17 1.942, C18 1.528, H56 1.086
17 Br -2.27 5.23 -1.72  C16 1.942
18 C -0.92 4.18 0.59  C16 1.528, C19 1.525, Br20 1.945, H57 1.090
19 C 0.25 5.08 0.20  C18 1.525, H58 1.090, H59 1.086, H60 1.092
20 Br -2.01 5.01 1.96  C18 1.945
21 N -0.63 1.50 -0.74  C15 1.515, C22 1.515, C38 1.518, H61 1.023
22 C 0.46 0.79 -1.53  N21 1.515, C23 1.533, H62 1.088, H63 1.086
23 C 1.52 0.25 -0.57  C22 1.533, O24 1.394, H64 1.090, H65 1.101
24 O 2.23 -0.81 -1.14  C23 1.394, C25 1.407
25 C 1.53 -2.03 -1.15  O24 1.407, C26 1.543, H66 1.095, H67 1.095
26 C 2.55 -3.19 -1.17  C25 1.543, F27 1.356, F28 1.342, C29 1.551
27 F 2.53 -3.78 -2.39  C26 1.356
28 F 3.79 -2.74 -0.93  C26 1.342
29 C 2.18 -4.26 -0.10  C26 1.551, F30 1.349, F31 1.355, C32 1.549
30 F 2.47 -3.73 1.10  C29 1.349
31 F 0.84 -4.44 -0.16  C29 1.355
32 C 2.88 -5.63 -0.25  C29 1.549, F33 1.352, F34 1.348, C35 1.541
33 F 2.26 -6.32 -1.24  C32 1.352
34 F 4.16 -5.42 -0.60  C32 1.348
35 C 2.85 -6.51 1.02  C32 1.541, F36 1.344, F37 1.351, H68 1.092
36 F 3.72 -6.04 1.92  C35 1.344
37 F 1.61 -6.47 1.54  C35 1.351
38 C -1.64 0.50 -0.24  C5 1.564, N21 1.518, Cl39 1.768, H69 1.086
39 Cl -2.21 1.04 1.35  C38 1.768
40 H -4.74 -3.03 0.83  C1 1.090
41 H -4.80 -3.39 -0.89  C1 1.086
42 H -5.32 -1.81 -0.29  C1 1.090
43 H -2.50 -3.02 -0.23  C2 1.091
44 H -2.91 -1.55 0.63  C2 1.096
45 H -1.68 -1.59 -1.75  C3 1.091
46 H -4.01 1.73 -0.43  C6 1.092
47 H -4.60 0.11 -0.21  C6 1.088
48 H -7.72 1.15 -3.32  C9 1.088
49 H -6.17 0.84 -4.14  C9 1.086
50 H -7.17 -0.52 -3.57  C9 1.089
51 H -3.13 2.64 -2.50  C12 1.095
52 H -0.86 1.36 -4.59  P13 1.411
53 H -0.60 3.47 -4.11  P13 1.414
54 H -3.63 2.94 -5.05  N14 1.012
55 H -0.34 3.18 -1.95  C15 1.091
56 H -2.79 3.41 -0.16  C16 1.086
57 H -0.54 3.30 1.11  C18 1.090
58 H 1.06 4.89 0.90  C19 1.090
59 H -0.02 6.13 0.29  C19 1.086
60 H 0.60 4.89 -0.81  C19 1.092
61 H -0.18 1.86 0.11  N21 1.023
62 H 0.88 1.49 -2.25  C22 1.088
63 H -0.02 -0.01 -2.09  C22 1.086
64 H 2.26 1.02 -0.35  C23 1.090
65 H 1.06 -0.06 0.38  C23 1.101
66 H 0.91 -2.14 -2.05  C25 1.095
67 H 0.89 -2.12 -0.27  C25 1.095
68 H 3.11 -7.53 0.75  C35 1.092
69 H -1.07 -0.41 -0.05  C38 1.086
70 N 3.63 -1.47 4.67  C71 1.371, C74 1.369, H75 1.003
71 C 3.44 -2.68 4.07  N70 1.371, C72 1.368, H76 1.075
72 C 3.95 -3.64 4.91  C71 1.368, C73 1.422, H77 1.077
73 C 4.48 -2.97 6.05  C72 1.422, C74 1.368, H78 1.077
74 C 4.26 -1.63 5.87  N70 1.369, C73 1.368, H79 1.076
75 H 3.35 -0.58 4.29  N70 1.003
76 H 2.95 -2.77 3.12  C71 1.075
77 H 3.96 -4.70 4.72  C72 1.077
78 H 4.96 -3.43 6.90  C73 1.077
79 H 4.50 -0.79 6.50  C74 1.076
80 N 4.08 4.29 1.40  C81 1.368, C84 1.370, H85 1.003
81 C 4.34 4.60 2.71  N80 1.368, C82 1.369, H86 1.076
82 C 4.65 3.44 3.36  C81 1.369, C83 1.422, H87 1.077
83 C 4.57 2.38 2.41  C82 1.422, C84 1.370, H88 1.078
84 C 4.22 2.94 1.21  N80 1.370, C83 1.370, H89 1.077
85 H 3.85 4.96 0.68  N80 1.003
86 H 4.30 5.62 3.06  C81 1.076
87 H 4.91 3.35 4.40  C82 1.077
88 H 4.78 1.34 2.58  C83 1.078
89 H 4.09 2.50 0.23  C84 1.077

Net charge   +1
Highest occupied orbital energy   -9.9 eV
Energy relative to the best compared isomer or geometry (same formula, charge and spin)   0.0 kcal per mole
Gap between HOMO and LUMO   7.108 eV
Lowest unoccupied orbital energy   -2.76 eV


Entry 5:
The following is a DFT calculation (ωB97M-V with the def2-TZVPD basis set) of the molecule C4H9N3O at a distorted geometry.

Bonds (Å) are listed after each position.
Atoms and positions in Å:
1 C 1.45 -0.16 1.28  N2 1.450, H13 1.094, H14 1.094, H15 1.092
2 N 0.26 0.66 1.27  C1 1.450, C3 1.369, H10 1.017
3 C -0.95 0.13 0.91  N2 1.369, O7 1.341, N8 1.275
4 C -0.47 -0.12 -1.27  N5 1.372, C6 1.342, N8 1.410
5 N -0.52 1.00 -2.06  C4 1.372, H11 1.012, H12 1.014
6 C 0.25 -1.19 -1.64  C4 1.342, H16 1.083, H17 1.083
7 O -1.83 0.27 1.91  C3 1.341, H9 0.973
8 N -1.41 -0.23 -0.22  C3 1.275, C4 1.410
9 H -2.68 -0.04 1.55  O7 0.973
10 H 0.14 1.12 2.17  N2 1.017
11 H 0.33 1.17 -2.58  N5 1.012
12 H -0.97 1.77 -1.57  N5 1.014
13 H 2.10 0.14 2.11  C1 1.094
14 H 1.22 -1.22 1.41  C1 1.094
15 H 2.02 -0.02 0.36  C1 1.092
16 H 0.27 -2.08 -1.04  C6 1.083
17 H 0.80 -1.20 -2.58  C6 1.083

Highest occupied orbital energy   -7.7 eV
Energy relative to the best compared isomer or geometry (same formula, charge and spin)   34.3 kcal per mole
Gap between HOMO and LUMO   8.430 eV
SMILES   C=C(N)/N=C(/O)NC
Lowest unoccupied orbital energy   0.76 eV


Entry 6:
The following is a DFT calculation (ωB97M-V with the def2-TZVPD basis set) of the molecule C4H6N2O2 at a distorted geometry.

Bonds (Å) are listed after each position.
Atoms and positions in Å:
1 C -2.41 0.19 0.04  H5 1.102, H6 1.079, H7 1.096, N11 1.405
2 C -0.58 -1.51 -0.12  H8 1.060, N11 1.385, N12 1.337
3 C 1.13 -0.25 0.13  C4 1.370, N12 1.376, O13 1.392
4 C 0.05 0.60 0.05  C3 1.370, N11 1.394, O14 1.387
5 H -2.62 0.85 -0.82  C1 1.102
6 H -3.04 -0.68 0.15  C1 1.079
7 H -2.52 0.70 1.01  C1 1.096
8 H -1.25 -2.33 -0.17  C2 1.060
9 H 2.97 -0.52 0.20  O13 0.994
10 H 0.76 2.41 -0.12  O14 0.928
11 N -1.07 -0.23 0.02  C1 1.405, C2 1.385, C4 1.394
12 N 0.75 -1.57 -0.03  C2 1.337, C3 1.376
13 O 2.41 0.28 -0.02  C3 1.392, H9 0.994
14 O -0.06 1.97 -0.08  C4 1.387, H10 0.928

Highest occupied orbital energy   -7.8 eV
Energy relative to the best compared isomer or geometry (same formula, charge and spin)   34.6 kcal per mole
Gap between HOMO and LUMO   8.489 eV
SMILES   Cn1cnc(O)c1O
Lowest unoccupied orbital energy   0.72 eV


Entry 7:
The following is a DFT calculation (ωB97M-V with the def2-TZVPD basis set) of a cluster of 2 separate species, C4H9N2 in total at a distorted geometry.

Bonds (Å) are listed after each position.
Atoms and positions in Å:
1 C -1.60 -1.02 -0.73  C2 1.469, C3 1.728, N5 1.357, H7 1.079
2 C -0.64 -0.42 -1.68  C1 1.469, C3 1.543, N6 1.495, H8 1.085
3 C 0.09 -1.38 -0.72  C1 1.728, C2 1.543, N5 1.303
4 C 1.41 0.23 2.62  H9 1.085, H10 1.080, H11 1.082, H12 1.082
5 N -0.92 -2.17 -0.47  C1 1.357, C3 1.303
6 N -0.33 1.04 -1.69  C2 1.495, H13 1.031, H14 1.031, H15 1.032
7 H -2.28 -0.54 -0.05  C1 1.079
8 H -0.64 -0.84 -2.68  C2 1.085
9 H 1.76 0.29 1.59  C4 1.085
10 H 2.23 0.42 3.28  C4 1.080
11 H 1.02 -0.76 2.80  C4 1.082
12 H 0.63 0.97 2.80  C4 1.082
13 H -0.67 1.50 -0.83  N6 1.031
14 H -0.75 1.52 -2.51  N6 1.031
15 H 0.69 1.15 -1.73  N6 1.032

Net charge   +1
Highest occupied orbital energy   -14.0 eV
Energy relative to the best compared isomer or geometry (same formula, charge and spin)   133.5 kcal per mole
Gap between HOMO and LUMO   9.263 eV
Lowest unoccupied orbital energy   -4.70 eV


Entry 8:
The following is a DFT calculation (ωB97M-V with the def2-TZVPD basis set) of a cluster of 2 separate species, C2H9NO in total at a distorted geometry.

Bonds (Å) are listed after each position.
Atoms and positions in Å:
1 C -0.41 -3.37 1.14  H3 1.160, H4 1.116, H5 1.178, O10 1.494
2 N 0.96 4.97 -1.79  H6 1.061, H7 1.037, H8 1.028
3 H -1.29 -3.19 0.41  C1 1.160
4 H 0.49 -3.93 0.81  C1 1.116
5 H -0.90 -4.03 1.98  C1 1.178
6 H 0.01 4.53 -1.60  N2 1.061
7 H 1.64 4.27 -2.16  N2 1.037
8 H 0.94 5.45 -2.70  N2 1.028
9 C -0.29 -0.85 0.80  O10 1.468, H11 1.213, H12 1.096, H13 1.051
10 O 0.03 -2.03 1.62  C1 1.494, C9 1.468
11 H -0.46 -1.24 -0.34  C9 1.213
12 H -1.24 -0.40 1.12  C9 1.096
13 H 0.51 -0.18 0.71  C9 1.051

Highest occupied orbital energy   -9.8 eV
Energy relative to the best compared isomer or geometry (same formula, charge and spin)   43.7 kcal per mole
Gap between HOMO and LUMO   10.681 eV
SMILES   COC.N
Lowest unoccupied orbital energy   0.87 eV